# 1
A molecular structure, C17H16Br12F13NOPS, computed with the ωB97M-V functional and the def2-TZVPD basis.

Calculated values
- Maximum force: 2.362 eV/A
- Charge: +1
- Spin multiplicity: 1
- Highest occupied orbital energy: -11.930 eV
- Energy: -917376.4311 eV
- Frontier orbital gap: 7.884 eV

Geometry (Å):
Br  -3.256897  0.132604  -5.592728
Br  -1.246487  -6.174351  -4.083374
Br  -2.877735  -3.006109  -5.897277
Br  -6.784551  3.002531  1.936439
Br  -4.196071  -1.328767  -8.272042
Br  -3.821150  -7.784140  -5.056700
Br  -3.733028  -6.542970  -2.119609
Br  -2.491086  -1.157442  2.890023
Br  -4.159293  1.372743  1.152720
Br  -6.935100  -0.156337  1.516777
Br  -2.012895  -3.968861  1.472950
Br  -0.417009  -3.234629  4.136676
S  5.281732  -0.705979  3.041460
P  -0.310032  2.045184  -0.327647
F  2.056545  0.615094  3.906407
F  6.349742  -1.394007  3.964231
F  4.200368  -1.738704  3.593159
F  4.604819  2.298554  2.440606
F  4.507167  0.057860  0.678011
F  2.928452  -0.774715  1.804377
F  6.404568  0.212027  2.444379
F  0.829840  3.119026  4.199454
F  5.606197  -1.771313  1.899411
F  3.139976  2.407599  4.321674
F  1.551516  3.741039  2.287998
F  3.095597  1.993524  0.986298
F  4.946237  0.288737  4.211795
O  -1.893198  2.216738  -0.184627
N  -0.991915  0.773039  -2.573153
C  3.972066  0.047059  1.915300
C  0.504521  3.620869  -0.451972
C  0.026609  1.880694  2.461740
C  -3.163908  -6.354325  -3.950752
C  1.281595  0.429465  -1.873742
C  -2.056762  -3.023340  3.148142
C  1.725686  3.761961  -1.006180
C  3.542957  1.528115  2.192514
C  0.211165  1.119744  1.127847
C  0.026585  0.958977  -1.756411
C  -3.964891  -1.485282  -6.371738
C  1.239422  2.626651  2.991599
C  2.495212  1.757505  3.335812
C  0.475752  -0.650361  -3.815739
C  -0.735834  -0.046394  -3.572227
C  -5.850389  1.327716  2.088072
C  1.508231  -0.410248  -2.944688
H  -0.811431  2.581478  2.390752
H  -4.944328  -1.643210  -5.941380
H  -1.560870  -0.251746  -4.271026
H  2.472295  4.326654  -0.447848
H  -0.040308  4.492869  -0.080325
H  -5.630182  1.177567  3.136370
H  1.952923  3.377912  -2.000321
H  0.669198  -1.328841  -4.636340
H  -2.850988  -3.454897  3.742351
H  -2.238052  2.648664  -0.988049
H  -3.596407  -5.436658  -4.325049
H  2.477102  -0.878830  -3.070440
H  -0.256619  1.152336  3.221740
H  1.189718  0.668917  0.972281
H  2.048303  0.660463  -1.142801
H  -0.494679  0.280547  1.144819

Atoms 1-6, force components in eV/Å:
-0.84 0.13 -0.67
-0.09 0.03 -0.01
0.06 0.04 -0.01
0.08 -0.09 -0.03
0.08 0.00 0.15
0.06 0.08 0.08

---

# 2
A molecular structure, C17H16Br2N3O2PmS2, computed with the ωB97M-V functional and the def2-TZVPD basis.

Calculated values
- Maximum force: 4.845 eV/A
- Charge: 0
- Spin multiplicity: 5
- Highest occupied orbital energy (spin up / spin down): -7.630 / -7.622 eV
- Energy: -204765.6142 eV
- Frontier orbital gap (spin up / spin down): 7.183 / 7.186 eV
- ΔE to the lowest compared entry with this formula, charge and spin: 36.2 kJ/mol

Geometry (Å):
Pm  -0.870593  0.214041  -0.368174
Br  0.229797  -3.716885  1.368542
Br  -1.612495  -3.157316  -1.063817
S  -1.966626  2.476535  -1.042353
S  -3.289358  -0.156961  0.796067
O  3.479015  -1.651071  0.206533
O  2.974919  -1.583122  -2.386538
N  1.509685  -0.866308  -0.800858
N  0.965089  0.463705  1.583289
N  -0.223895  -0.122758  -2.863267
C  1.885130  -0.596920  1.590206
C  -2.796762  1.374700  1.527163
C  -0.957444  0.334017  -3.893057
C  2.373435  -1.107658  0.237156
C  -1.656908  3.669527  1.395318
C  -2.276525  2.445758  0.783772
C  1.268492  0.734423  3.905567
C  0.704239  1.033927  2.746323
C  2.438057  -1.036466  2.801904
C  -0.215935  -4.321023  -0.362787
C  -0.597258  0.251964  -5.234706
C  0.666667  -0.297798  -5.573109
C  1.429983  -0.811073  -4.516972
C  2.213003  -0.326327  3.967194
C  1.890727  -1.170444  -2.057800
C  0.925403  -0.732476  -3.164808
C  -2.873651  1.389104  2.986611
H  1.018980  -0.348162  -6.677009
H  2.397037  -1.135463  -4.727217
H  -1.921925  0.843827  -3.717891
H  3.174945  -1.865505  2.729017
H  -3.927661  1.265424  3.379724
H  -0.691113  -5.286986  -0.353074
H  0.666207  -4.324008  -0.924324
H  -1.745507  3.810885  2.476937
H  2.780522  -0.624043  4.887782
H  -1.071539  0.743789  -6.010366
H  -2.479661  0.461990  3.430799
H  -0.532172  3.753406  1.124783
H  -1.983696  4.580375  0.860331
H  1.098370  1.233403  4.858396
H  -2.487011  2.277321  3.473344
H  0.088033  1.880656  2.621368

Atoms 1-6, force components in eV/Å:
0.61 -0.19 0.61
0.24 -0.07 0.78
0.19 0.10 -0.42
-0.42 -0.08 1.08
0.27 -0.11 -0.12
-1.35 0.57 0.35

---

# 3
C17H16ClF4NO3 in the gas phase, computed with the ωB97M-V functional and the def2-TZVPD basis.

Calculated values
- Maximum force: 0.673 eV/A
- SMILES string: O=C(Nc1ccc(Cl)cc1)[C@@H]1CC=CC[C@H]1C(=O)OCC(F)(F)C(F)F
- Charge: 0
- Spin multiplicity: 1
- Highest occupied orbital energy: -8.446 eV
- Energy: -48914.8422 eV
- Frontier orbital gap: 9.010 eV

Geometry (Å):
Cl  -5.691431  1.614651  -0.273035
F  -0.491355  -1.721776  1.287799
F  -0.283458  -4.602601  0.033257
F  -2.090415  -3.529988  0.542489
F  -0.500680  -1.264336  -0.821391
O  1.058055  2.318462  -1.198066
O  2.564835  -1.218675  -1.973971
O  2.047917  -1.269299  0.209743
N  0.129932  1.327679  0.634101
C  -0.155104  -2.221722  0.073539
C  2.608453  -0.702505  -0.895060
C  4.759232  2.542883  0.882249
C  -0.997234  -3.486968  -0.231007
C  5.382508  1.407443  0.619227
C  -1.242218  1.425123  0.376593
C  -2.119414  0.941559  1.346290
C  -1.755291  1.972275  -0.795933
C  -3.122060  2.030595  -0.992470
C  1.355076  -2.481728  0.022412
C  3.297311  2.757936  0.651682
C  4.697572  0.201534  0.053722
C  1.168790  1.741436  -0.139037
C  -3.981822  1.543411  -0.021978
C  3.330866  0.570666  -0.542243
C  -3.484813  0.996472  1.150419
C  2.545363  1.437727  0.453036
H  -1.083020  2.344639  -1.549794
H  5.322878  -0.250999  -0.719099
H  -1.301725  -3.504110  -1.288570
H  -3.518571  2.452773  -1.902203
H  4.564916  -0.542900  0.846310
H  2.867612  3.304048  1.495353
H  1.616194  -2.912072  -0.952283
H  -4.159326  0.615384  1.900683
H  6.439395  1.297395  0.813771
H  0.352635  0.839407  1.491125
H  2.464147  0.906859  1.404523
H  5.302273  3.388791  1.278194
H  -1.730466  0.508235  2.256190
H  3.473231  1.135286  -1.467675
H  3.156960  3.378139  -0.239790
H  1.626300  -3.160363  0.834583

Atoms 1-6, force components in eV/Å:
-0.24 0.01 -0.03
0.04 -0.14 0.33
0.38 -0.24 0.09
-0.30 0.20 0.14
0.01 -0.09 -0.27
-0.01 0.09 -0.32

---

# 4
C17H16ClN3O3S in the gas phase, computed with the ωB97M-V functional and the def2-TZVPD basis.

Calculated values
- Maximum force: 0.846 eV/A
- SMILES string: O=C(NCCC/N=C1\NS(=O)(=O)c2ccccc21)c1ccc(Cl)cc1
- Charge: 0
- Spin multiplicity: 1
- Highest occupied orbital energy: -9.243 eV
- Energy: -51859.5303 eV
- Frontier orbital gap: 9.048 eV
- ΔE to the lowest compared entry with this formula, charge and spin: 219.2 kJ/mol

Geometry (Å):
Cl  2.342251  -1.035657  3.371512
S  2.002413  1.436903  -1.833781
O  2.717043  2.531587  -2.404226
O  2.558313  0.125746  -1.974842
O  -3.001966  -3.426169  -0.039165
N  0.415717  1.422850  -2.451454
N  -1.792091  1.129016  -1.578568
N  -2.672882  -1.331201  -0.850342
C  1.094219  -1.400380  1.015771
C  -3.791554  0.096737  -2.464696
C  -1.214944  -2.070309  0.833950
C  -2.396705  -2.374846  -0.047555
C  -1.293512  -2.168158  2.216265
C  0.982344  -1.458346  2.395362
C  -0.013163  -1.693768  0.242659
C  -0.200982  -1.848010  3.002753
C  -0.552410  1.367862  -1.479026
C  -0.635186  1.708248  1.045583
C  -2.466861  0.793055  -2.806117
C  -3.592604  -1.333324  -1.965321
C  1.476632  2.024500  2.172024
C  0.047409  1.612544  -0.159990
C  2.163457  1.920769  0.969021
C  1.428715  1.716549  -0.175869
C  0.093188  1.912543  2.205789
H  -0.261692  -1.904614  4.078319
H  3.238453  1.991032  0.924794
H  -2.217186  -2.488678  2.673036
H  -4.426823  0.075614  -3.350475
H  0.073933  -1.648889  -0.833001
H  -0.421633  1.983650  3.151588
H  -2.159551  -0.463217  -0.737440
H  -1.709528  1.622556  1.058139
H  2.025333  2.182200  3.087240
H  -4.545398  -1.771852  -1.652706
H  0.218695  1.160864  -3.401575
H  -3.188366  -1.961460  -2.770625
H  2.026462  -1.127168  0.546250
H  -4.289745  0.683879  -1.692842
H  -2.678753  1.716237  -3.357876
H  -1.857103  0.146943  -3.454079

Atoms 1-6, force components in eV/Å:
0.26 -0.01 0.22
-0.15 -0.06 -0.36
-0.06 0.18 0.18
-0.01 -0.15 0.20
-0.17 -0.31 0.04
0.40 0.14 0.36

---

# 5
A molecular structure, C17H16CoN4O2S, computed with the ωB97M-V functional and the def2-TZVPD basis.

Calculated values
- Maximum force: 5.101 eV/A
- Charge: 0
- Spin multiplicity: 2
- Highest occupied orbital energy (spin up / spin down): -7.154 / -6.854 eV
- Energy: -76403.5159 eV
- Frontier orbital gap (spin up / spin down): 5.501 / 5.213 eV
- ΔE to the lowest compared entry with this formula, charge and spin: 95.7 kJ/mol

Geometry (Å):
Co  -1.009881  0.494856  -0.134954
S  -1.357420  2.817251  0.347237
O  0.194291  0.626018  1.260883
O  -2.158569  0.566591  -1.424152
N  -1.732089  -1.346191  0.723356
N  -0.012422  -2.027282  -0.691928
N  0.145919  -0.773810  -1.011688
N  0.426134  1.733174  1.946500
C  0.075866  4.051110  2.324192
C  3.095132  -1.102546  -3.150337
C  -2.831778  -2.977488  2.065994
C  1.171259  -0.461065  -1.849778
C  -1.120467  -3.682536  0.564742
C  3.333195  0.229517  -3.462639
C  1.618091  2.822352  3.675546
C  0.987744  4.028660  3.346713
C  2.466297  1.211369  -3.002100
C  1.393097  0.877216  -2.207290
C  -2.634095  -1.681501  1.634817
C  -0.951446  -2.329663  0.188664
C  1.316775  1.696933  2.955001
C  -0.226633  2.881395  1.608848
C  -2.058366  -4.002835  1.503426
C  -2.566754  -0.341694  -2.380229
C  2.026326  -1.455243  -2.358551
H  1.820728  -2.483661  -2.106234
H  2.634500  2.244126  -3.268039
H  0.700292  1.630516  -1.846852
H  2.336841  2.772898  4.476751
H  -2.203748  -5.028443  1.811335
H  -3.570965  -3.194313  2.818298
H  3.753612  -1.871382  -3.526694
H  -1.726940  -0.717704  -2.985147
H  -3.230590  -0.869931  2.032105
H  1.216072  4.928550  3.895240
H  -0.485725  -4.415085  0.095422
H  -0.428993  4.957209  2.032008
H  -3.078780  -1.204895  -1.928837
H  4.186867  0.499813  -4.063520
H  -3.280442  0.164782  -3.044431
H  1.767064  0.732935  3.136323

Atoms 1-6, force components in eV/Å:
0.46 0.51 0.90
-0.23 -0.41 -0.36
1.23 -0.41 1.35
-1.89 0.91 -1.81
0.89 -0.71 -0.54
3.20 2.51 -3.08

---

# 6
A molecular structure, C17H16CoN4O3S6SbSe4, computed with the ωB97M-V functional and the def2-TZVPD basis.

Calculated values
- Maximum force: 0.713 eV/A
- Charge: 0
- Spin multiplicity: 5
- Highest occupied orbital energy (spin up / spin down): -7.667 / -7.685 eV
- Energy: -400554.4984 eV
- Frontier orbital gap (spin up / spin down): 6.760 / 5.230 eV
- ΔE to the lowest compared entry with this formula, charge and spin: 18.2 kJ/mol

Geometry (Å):
Sb  -1.476777  -3.974740  0.407865
Se  1.129052  -3.145226  0.400856
Se  -2.006507  -4.327210  2.684073
Se  -1.256177  -4.862545  -1.790921
Se  1.981672  -3.822037  2.364929
Co  0.351115  -0.607518  0.629269
S  0.538227  4.608257  2.302094
S  -2.196228  5.720015  2.648437
S  2.686960  2.880576  1.237188
S  -0.088549  1.318715  -0.525454
S  -1.615462  3.380453  0.906812
S  -2.927751  -1.516197  -0.302929
O  -3.765768  -0.489066  0.218947
O  -3.444130  -2.907655  -0.174404
O  -1.563609  -1.624676  0.399572
N  2.439013  -0.314946  1.068052
N  1.398558  -0.648410  4.562859
N  3.944547  -0.225986  2.647885
N  0.274717  -0.488082  2.701442
C  2.631864  -0.322362  2.359975
C  3.078046  3.204928  -0.499446
C  -2.085276  0.180821  -6.041033
C  -2.618514  -1.187310  -2.001269
C  3.677789  -0.217314  0.481917
C  -3.733509  -0.878457  -2.783811
C  4.630172  -0.166562  1.450595
C  0.966405  3.251358  1.280839
C  -1.181295  -0.705115  -3.852931
C  -0.043654  2.657583  0.624694
C  -1.156835  4.638226  1.991569
C  -3.550948  -0.467107  -4.089448
C  -0.620475  -0.714459  3.724841
C  1.475697  -0.465366  3.234683
C  -2.274073  -0.342393  -4.634071
C  -1.344451  -1.120829  -2.539768
C  0.061486  -0.812312  4.893409
H  -0.179930  -0.649571  -4.270404
H  5.706136  -0.091617  1.398926
H  -1.101557  0.638689  -6.159657
H  4.365336  -0.239119  3.556083
H  2.166111  -0.704843  5.205099
H  -4.731408  -0.952897  -2.358779
H  -1.684640  -0.793875  3.548271
H  2.456939  2.584724  -1.144988
H  4.130927  2.941442  -0.629333
H  -2.168168  -0.627825  -6.776229
H  3.800543  -0.185052  -0.592900
H  -4.415035  -0.219013  -4.696812
H  2.936216  4.260330  -0.725392
H  -0.273836  -0.987797  5.905192
H  -0.479462  -1.388890  -1.960650
H  -2.843521  0.928263  -6.285739

Atoms 1-6, force components in eV/Å:
0.28 -0.33 0.00
-0.26 -0.20 -0.15
0.12 -0.09 -0.38
-0.15 0.06 0.42
0.09 0.13 0.20
-0.15 0.09 0.02